{
  "formula": "C12H14N2S",
  "method": "the ωB97M-V functional and the def2-TZVPD basis",
  "homo_lumo_gap_ev": 7.4,
  "homo_energy_ha": -0.29545,
  "spin_multiplicity": 1,
  "energy_ha": -973.2737,
  "fmax_ev_per_a": 4.82,
  "elements": ["C", "C", "C", "S", "C", "C", "C", "C", "C", "N", "C", "C", "C", "C", "N", "H", "H", "H", "H", "H", "H", "H", "H", "H", "H", "H", "H", "H", "H"],
  "coordinates": [[1.2274, -3.2113, -0.7187], [1.6275, -1.6931, -0.5087], [1.7455, -1.2312, 0.9122], [0.1629, -1.0570, 1.7461], [-0.5648, 0.2804, 0.8819], [-1.7818, 0.0807, 0.3680], [-2.5996, 0.9511, -0.3905], [-3.6708, 0.1674, -0.8762], [-3.3903, -1.1221, -0.4152], [-2.3452, -1.2025, 0.3574], [0.2387, 1.4222, 0.6487], [0.4715, 1.9414, -0.6478], [1.3021, 2.9815, -0.4958], [1.5602, 3.1794, 0.8283], [0.9839, 2.1913, 1.5170], [0.1541, -3.2394, -0.7532], [1.6658, -3.8091, 0.1824], [1.5404, -3.6601, -1.6899], [2.6255, -1.5413, -1.0978], [0.7692, -1.1151, -0.9354], [2.3145, -1.8863, 1.5573], [2.1534, -0.2173, 0.9933], [-2.5030, 2.0386, -0.4933], [-4.3849, 0.3840, -1.5560], [-3.9272, -1.9889, -0.6805], [-0.1183, 1.5705, -1.4351], [1.6340, 3.7005, -1.1459], [1.9884, 3.9919, 1.3685], [1.1208, 2.0937, 2.4791]]
}

=====

{
  "formula": "C12H14N5O6",
  "method": "the ωB97M-V functional and the def2-TZVPD basis",
  "homo_lumo_gap_ev": 7.0,
  "homo_energy_ha": -0.14577,
  "total_charge": -1,
  "spin_multiplicity": 1,
  "energy_ha": -1190.8318,
  "fmax_ev_per_a": 3.64,
  "elements": ["O", "N", "C", "C", "N", "N", "N", "N", "C", "C", "C", "O", "H", "H", "H", "H", "C", "C", "O", "O", "C", "C", "C", "O", "O", "C", "C", "H", "H", "H", "H", "H", "H", "H", "H", "H", "H"],
  "coordinates": [[2.8120, -0.4887, 0.7626], [2.4520, -1.6248, 0.3625], [1.0738, -1.9155, 0.2464], [0.1779, -0.7842, 0.6381], [-1.1631, -1.2614, 0.8049], [-2.1508, -0.4933, 1.3966], [-3.2032, -1.2078, 1.3979], [-2.9822, -2.4359, 0.8814], [-1.6713, -2.4604, 0.5135], [-0.7713, -3.4470, -0.0600], [0.5896, -3.1143, -0.1886], [3.2423, -2.5221, 0.0088], [0.3710, -0.2141, 1.5653], [-1.1724, -4.4092, -0.2560], [1.2833, -3.7918, -0.6421], [1.1534, 0.9362, 0.0610], [0.0596, 0.6918, -0.0863], [-0.9092, 1.6176, 0.6727], [-1.9406, 2.1428, 0.2978], [-0.3929, 1.8475, 1.9207], [-1.1564, 2.7514, 2.7241], [-0.4114, 3.1268, 3.9719], [-0.2941, 0.5809, -1.5477], [-1.3772, 0.7383, -2.0733], [0.8394, 0.2157, -2.1961], [0.6832, 0.2174, -3.6084], [1.9729, -0.1987, -4.2698], [-1.3399, 3.6314, 2.1038], [-2.1074, 2.2723, 2.9301], [-1.1335, 3.6290, 4.6168], [-0.0213, 2.2594, 4.4980], [0.3813, 3.8383, 3.7293], [-0.1244, -0.4678, -3.8693], [0.3951, 1.2261, -3.9355], [1.7447, -0.4418, -5.3189], [2.6870, 0.6401, -4.2649], [2.4041, -1.0841, -3.7873]]
}

=====

{
  "formula": "C12H14NO2",
  "method": "the ωB97M-V functional and the def2-TZVPD basis",
  "homo_lumo_gap_ev": 7.8,
  "homo_energy_ha": -0.16935,
  "total_charge": -1,
  "spin_multiplicity": 1,
  "energy_ha": -670.9398,
  "fmax_ev_per_a": 3.70,
  "elements": ["C", "C", "C", "C", "C", "C", "C", "C", "C", "N", "H", "H", "H", "H", "H", "H", "H", "H", "H", "C", "C", "C", "O", "O", "H", "H", "H", "H", "H"],
  "coordinates": [[-3.3383, 2.3901, 1.2389], [-2.1967, 1.4041, 1.2335], [-1.0369, 1.2801, 1.9707], [-2.1000, 0.2926, 0.3226], [-0.8555, -0.3550, 0.5072], [-2.8906, -0.1724, -0.7307], [-0.3659, -1.3765, -0.2863], [-2.2459, -0.9627, -1.6709], [-1.0901, -1.6997, -1.4784], [-0.1588, 0.3424, 1.5181], [-3.8281, 2.2015, 2.2017], [-3.8436, 2.1970, 0.2926], [-0.5818, 1.9346, 2.7198], [0.8741, 0.2945, 1.5365], [-3.9547, 0.0255, -0.7559], [0.6237, -1.7493, -0.0512], [-2.9322, -1.1969, -2.5218], [-0.8661, -2.5555, -2.0629], [-3.0977, 3.4627, 1.2213], [3.5371, -0.1040, -0.4867], [3.1605, -1.0716, -1.6191], [3.5268, -0.5449, 0.9789], [4.6354, -0.9513, 1.3910], [2.5382, -0.2223, 1.6906], [4.5015, 0.3485, -0.7905], [2.9553, 0.8059, -0.7024], [2.4937, -1.8937, -1.2728], [4.0066, -1.5731, -2.0490], [2.5298, -0.5508, -2.3448]]
}

=====

{
  "formula": "C12H14NS2",
  "method": "the ωB97M-V functional and the def2-TZVPD basis",
  "homo_lumo_gap_ev": 9.0,
  "homo_energy_ha": -0.43828,
  "total_charge": 1,
  "spin_multiplicity": 1,
  "energy_ha": -1316.4416,
  "fmax_ev_per_a": 6.63,
  "elements": ["C", "N", "C", "C", "C", "C", "C", "C", "S", "C", "C", "C", "C", "S", "C", "H", "H", "H", "H", "H", "H", "H", "H", "H", "H", "H", "H", "H", "H"],
  "coordinates": [[2.8357, -1.5890, 0.3165], [1.4916, -1.2371, 0.9716], [0.3171, -1.5401, 0.0801], [0.5446, -1.1608, -1.3677], [-0.3911, -0.2776, -0.4799], [0.2012, 1.0599, -0.1551], [0.2615, 1.6301, 1.1239], [0.9302, 2.8292, 1.1349], [1.2509, 3.4032, -0.4290], [0.8044, 1.8901, -1.0882], [-1.8778, -0.2050, -0.3109], [-2.7295, 0.6335, -1.1380], [-3.9817, 0.4713, -0.7452], [-4.1883, -0.4468, 0.7254], [-2.4997, -0.8067, 0.6840], [2.6556, -2.5199, -0.0712], [3.2286, -0.9577, -0.4129], [3.4564, -1.6235, 1.1687], [1.5502, -0.1235, 0.9446], [1.4106, -1.6518, 1.8484], [0.1129, -2.5353, 0.3861], [1.4315, -0.5593, -1.5304], [0.3652, -1.9029, -2.0806], [-0.0431, 1.2944, 2.0535], [1.3793, 3.3443, 1.9834], [0.6409, 1.6874, -2.1377], [-2.3093, 1.2801, -1.9120], [-4.7843, 1.1516, -0.9748], [-2.0637, -1.5378, 1.4123]]
}

=====

{
  "formula": "C12H14OSe",
  "method": "the ωB97M-V functional and the def2-TZVPD basis",
  "homo_lumo_gap_ev": [7.2, 7.2],
  "homo_energy_ha": [-0.27251, -0.27251],
  "spin_multiplicity": 1,
  "energy_ha": -2942.1513,
  "fmax_ev_per_a": 4.01,
  "elements": ["C", "C", "C", "C", "C", "C", "C", "C", "C", "C", "C", "C", "O", "Se", "H", "H", "H", "H", "H", "H", "H", "H", "H", "H", "H", "H", "H", "H"],
  "coordinates": [[4.3865, 0.9771, 0.0169], [3.4687, 1.5334, 0.9448], [4.0944, -0.0898, -0.7164], [2.2969, 0.8761, 1.2049], [2.8192, -0.7871, -0.5274], [1.9348, -0.2844, 0.5179], [2.5205, -1.9903, -1.2432], [1.3822, -2.7199, -1.1088], [0.3119, -2.2823, -0.2851], [-3.7150, -1.0053, -0.0444], [-2.5733, 0.8796, 1.2892], [-2.4972, 0.0842, 0.0068], [-1.3301, -0.6439, -0.1783], [0.2830, -0.9953, 0.9310], [5.2999, 1.4142, -0.2237], [3.8516, 2.4369, 1.5609], [4.9249, -0.5563, -1.4429], [1.5694, 1.3220, 1.9784], [3.2936, -2.5033, -1.6454], [1.4060, -3.5779, -1.7554], [-0.3826, -3.0755, -0.2445], [-4.5222, -0.8605, -0.8337], [-3.3061, -2.0168, -0.1798], [-4.2640, -0.8967, 0.9282], [-1.6781, 1.5823, 1.2384], [-2.4349, 0.2597, 2.2086], [-3.6150, 1.2727, 1.3334], [-2.6070, 0.6496, -0.8617]]
}

=====

{
  "formula": "C12H15AsCl5NO3Pt",
  "method": "the ωB97M-V functional and the def2-TZVPD basis",
  "homo_lumo_gap_ev": [8.4, 7.8],
  "homo_energy_ha": [-0.29807, -0.31996],
  "spin_multiplicity": 3,
  "energy_ha": -5402.7302,
  "fmax_ev_per_a": 0.79,
  "elements": ["Pt", "N", "C", "C", "C", "O", "O", "H", "H", "H", "H", "H", "H", "Cl", "C", "C", "C", "Cl", "C", "Cl", "C", "Cl", "C", "Cl", "C", "As", "C", "C", "O", "H", "H", "H", "H", "H", "H", "H", "H", "H"],
  "coordinates": [[0.4048, -0.1264, 0.3242], [0.2626, -0.2362, 2.5095], [-0.2368, -1.5234, 3.0257], [-1.5507, -1.9001, 2.3483], [-1.3822, -2.4395, 0.9234], [-1.6317, -3.5923, 0.6608], [-1.0487, -1.5522, 0.0096], [1.1640, -0.0040, 2.9131], [-0.3822, 0.5193, 2.7361], [-0.3726, -1.4561, 4.1096], [0.5279, -2.2747, 2.8248], [-2.2062, -1.0241, 2.3287], [-2.0398, -2.6748, 2.9379], [2.0371, 2.3745, -0.7703], [3.0084, 0.9347, -0.6084], [2.3840, -0.2051, -0.1174], [3.1848, -1.3343, 0.0334], [2.4816, -2.7885, 0.6622], [4.5358, -1.3374, -0.3085], [5.4976, -2.7525, -0.1155], [5.1208, -0.1760, -0.8157], [6.7833, -0.1633, -1.2574], [4.3519, 0.9745, -0.9648], [5.0568, 2.4164, -1.5862], [-3.7348, 0.2834, -0.8921], [-2.2573, 1.4933, -1.0513], [-1.2119, 0.8496, -2.5237], [-2.9652, 3.1850, -1.6144], [-1.4209, 1.6477, 0.3737], [-4.3743, 0.3520, -1.7709], [-4.2985, 0.5540, 0.0001], [-3.3337, -0.7238, -0.7871], [-1.8583, 0.7910, -3.3999], [-0.8271, -0.1466, -2.2993], [-0.3882, 1.5378, -2.7067], [-3.5806, 3.0638, -2.5045], [-2.1372, 3.8591, -1.8264], [-3.5625, 3.5951, -0.8007]]
}